Run 1
DFT (ωB97M-V with the def2-TZVPD basis set) results for one molecule with the formula C3H5NS.

The geometry in XYZ format:
```
10
C3H5NS (ωB97M-V with the def2-TZVPD basis set)
C -1.649 0.354 -0.033
C -0.468 -0.205 -0.052
C 0.808 0.486 -0.066
H -3.577 0.207 0.585
H -2.948 -1.239 -0.057
H -1.878 1.411 0.223
H -0.354 -1.291 -0.083
H 0.818 1.591 -0.222
N -2.902 -0.241 -0.037
S 2.257 -0.175 0.044
```

Results
**HOMO-LUMO gap**: 8.278 eV
**E_HOMO**: -0.3048 Eh
**SMILES**: N/C=C/C=S
**LUMO level**: -0.02 eV

Results of the Mulliken charge analysis, in e, for atoms 1 through 5: 0.12, -0.25, -0.36, 0.24, 0.21

***

Run 2
DFT (ωB97M-V with the def2-TZVPD basis set) results for one molecule with the formula C3H5NS.

The geometry in XYZ format:
```
10
C3H5NS (ωB97M-V with the def2-TZVPD basis set)
C 0.190 -0.026 1.131
C -0.824 0.646 1.513
C 0.212 -0.827 -0.504
N 0.394 0.302 -1.255
S -0.853 1.334 -1.587
H 1.024 -0.318 1.748
H -1.686 1.135 1.403
H 0.915 -1.612 -0.559
H -0.709 -1.297 -0.589
H 1.336 0.664 -1.301
```

Results
**HOMO-LUMO gap (alpha / beta)**: 7.896 / 7.245 eV
**E_HOMO (alpha / beta)**: -0.2982 / -0.2921 Eh
**LUMO level (alpha / beta)**: -0.22 / -0.70 eV

Results of the Mulliken charge analysis, in e, for atoms 1 through 5: -0.21, -0.53, -0.50, -0.20, -0.20

***

The structure with the least stability is run 2.

***

Run 1
DFT (ωB97M-V with the def2-TZVPD basis set) results for a 2-piece molecular cluster, C4H11N2 overall.

The geometry in XYZ format:
```
17
C4H11N2 (ωB97M-V with the def2-TZVPD basis set)
C 3.288 -0.508 -0.050
C -0.552 -0.488 0.237
C -1.871 1.372 -0.421
C -1.649 0.292 0.665
N -0.711 -1.444 -0.543
N 2.419 -0.069 0.667
H 2.902 -0.737 -1.018
H 4.359 -0.596 0.073
H -2.854 2.023 -0.352
H -1.887 1.076 -1.413
H -1.024 2.212 -0.540
H -2.490 -0.474 0.712
H -1.494 0.848 1.575
H 0.160 -1.934 -0.815
H -1.787 -1.754 -0.610
H 0.504 -0.240 0.339
H 2.687 0.420 1.494
```

Results
**HOMO-LUMO gap**: 9.737 eV
**E_HOMO**: -0.5096 Eh
**Charge**: +1
**LUMO level**: -4.13 eV

Results of the Mulliken charge analysis, in e, for atoms 1 through 5: -0.24, 0.18, -1.11, -0.48, -0.20

***

Run 2
DFT (ωB97M-V with the def2-TZVPD basis set) results for a 2-piece molecular cluster, C4H11N2 overall.

The geometry in XYZ format:
```
17
C4H11N2 (ωB97M-V with the def2-TZVPD basis set)
C 0.032 -0.807 -1.191
C -0.594 -0.966 0.104
C -1.975 -0.505 0.557
C 0.659 1.499 -0.218
N 2.221 -0.798 0.502
N 0.527 0.034 -0.166
H 0.759 -1.548 -1.476
H -0.433 -0.258 -2.007
H -0.232 -1.813 0.645
H -2.006 -0.130 1.686
H -2.638 -1.316 0.440
H -2.431 0.373 -0.018
H 1.111 1.965 0.676
H 1.316 1.645 -1.032
H -0.352 1.946 -0.582
H 2.049 -0.939 1.521
H 2.991 -0.034 0.545
```

Results
**HOMO-LUMO gap**: 9.783 eV
**E_HOMO**: -0.5719 Eh
**Charge**: +1
**LUMO level**: -5.78 eV

Results of the Mulliken charge analysis, in e, for atoms 1 through 5: -0.41, 0.21, -1.26, -0.80, -0.43

***

The structure with the least stability is run 2.